# 1
Density functional theory data (the ωB97M-V functional and the def2-TZVPD basis) for a gas-phase ion, C5H8N3O3 (charge +1) at a distorted geometry.

Last column: Löwdin charge in e.
Element x y z (Å)
C -0.230 -1.329 1.608  -0.001
C 2.214 -0.065 1.341  0.334
C 0.105 -0.554 0.465  -0.231
C 1.526 1.122 -0.640  0.038
C -2.118 -0.498 -0.664  0.056
N 0.534 -1.228 2.660  0.141
N 1.334 0.187 0.442  -0.077
N 0.691 -2.106 3.734  -0.421
O -0.338 -2.593 4.179  0.116
O 1.821 -2.359 4.032  0.143
O -0.622 -0.349 -0.586  -0.049
H -0.971 -2.119 1.615  0.149
H 2.937 0.449 1.802  0.078
H 0.773 1.917 -0.570  0.126
H 2.477 1.536 -0.620  0.090
H 1.230 0.587 -1.599  0.147
H -2.245 -0.689 -1.767  0.120
H -2.532 0.550 -0.467  0.126
H -2.591 -1.245 0.046  0.115

Results
HOMO-LUMO gap (spin up / spin down): 7.53 / 7.35 eV
LUMO energy (spin up / spin down): -0.22530 / -0.20659 Eh
HOMO (spin up / spin down): -13.66 / -12.97 eV
Electronic energy: -584.7198 Ha
Net charge: +1

***

# 2
Density functional theory data (the ωB97M-V functional and the def2-TZVPD basis) for 2 unconnected molecules or ions with the total composition C14H25BNO5 at a distorted geometry.

Last column: Löwdin charge in e.
Element x y z (Å)
N -1.469 0.847 -1.622  -0.066
C -1.918 -0.568 -1.447  -0.288
B -1.944 -1.329 -2.893  -0.527
O -2.967 -2.461 -2.988  -0.008
C -2.621 -3.545 -2.328  -0.486
O -2.879 -3.694 -1.134  0.067
C -1.872 -4.657 -3.028  -0.122
C -1.332 -4.521 -4.284  -0.023
C -0.634 -5.565 -4.832  -0.106
C -0.447 -6.755 -4.178  -0.112
C -1.025 -6.902 -2.931  -0.103
C -1.719 -5.861 -2.383  -0.042
H -0.827 1.116 -0.888  0.019
H -1.009 0.970 -2.516  0.022
H -1.256 -1.032 -0.698  0.072
H -2.940 -0.524 -1.042  0.075
H -0.816 -1.695 -3.206  0.057
H -2.279 -0.491 -3.721  0.053
H -1.436 -3.585 -4.821  0.121
H -0.200 -5.469 -5.825  0.099
H 0.129 -7.568 -4.606  0.094
H -0.907 -7.835 -2.390  0.096
H -2.156 -6.008 -1.401  0.116
C 3.751 2.743 5.119  -0.121
O 2.964 3.246 4.066  -0.200
C 3.575 3.034 2.803  -0.206
C 2.610 3.363 1.683  -0.186
O 1.723 2.301 1.375  -0.128
C 0.645 2.106 2.283  -0.175
C -0.464 3.123 2.111  -0.196
O -0.144 4.326 2.801  -0.205
C -1.037 5.365 2.475  -0.121
H 4.738 3.221 5.133  0.084
H 3.241 2.965 6.055  0.086
H 3.867 1.657 5.032  0.088
H 3.899 1.990 2.716  0.130
H 4.451 3.696 2.734  0.124
H 3.197 3.515 0.773  0.126
H 2.067 4.289 1.883  0.122
H 1.001 2.065 3.314  0.121
H 0.239 1.123 2.037  0.130
H -1.394 2.724 2.536  0.129
H -0.611 3.332 1.046  0.131
H -0.969 5.614 1.409  0.089
H -0.758 6.243 3.056  0.083
H -2.068 5.088 2.724  0.087

Results
HOMO-LUMO gap: 6.98 eV
LUMO energy: 0.09154 Eh
HOMO: -4.49 eV
Electronic energy: -1004.2721 Ha
Net charge: -1

***

# 3
Density functional theory data (the ωB97M-V functional and the def2-TZVPD basis) for 7 unconnected molecules or ions with the total composition C5H24O7 at a distorted geometry.

Last column: Löwdin charge in e.
Element x y z (Å)
O 3.286 13.722 43.687  0.238
H 3.729 12.751 43.654  0.242
H 2.817 13.868 42.800  0.205
H 2.581 13.751 44.296  0.006
O 1.127 13.706 45.186  -0.335
H 0.255 13.755 44.865  -0.029
C 0.321 16.575 46.588  -0.174
O 1.478 16.417 45.833  -0.077
H 0.286 16.210 47.727  0.124
H -0.396 15.832 46.273  0.044
H -0.126 17.485 46.548  0.034
H 1.569 15.587 45.529  -0.055
C -1.810 12.372 46.962  -0.145
O -1.185 13.647 46.963  -0.168
H -1.674 11.941 47.882  0.022
H -1.205 11.788 46.019  0.131
H -2.989 12.457 46.693  0.118
H -0.312 13.519 46.581  0.002
C 4.516 11.239 46.145  -0.212
O 4.564 12.603 45.897  -0.177
H 4.688 11.097 47.219  0.071
H 5.508 10.954 45.628  0.105
H 3.496 10.701 45.835  0.113
H 3.717 12.958 46.394  0.099
C 2.074 12.726 48.556  -0.199
O 2.311 13.787 47.719  -0.164
H 1.133 12.537 49.030  0.049
H 2.908 12.764 49.403  0.124
H 2.097 11.807 47.783  0.111
H 1.965 13.453 46.826  0.040
C 0.492 10.738 43.546  -0.174
O 0.891 11.067 44.829  -0.126
H 1.183 10.041 42.991  0.078
H 0.607 11.703 42.940  0.095
H -0.454 10.172 43.608  0.084
H 0.890 11.924 44.989  -0.100

Results
HOMO-LUMO gap: 7.97 eV
LUMO energy: -0.03818 Eh
HOMO: -9.01 eV
Electronic energy: -731.2870 Ha
Net charge: 0

***

# 4
Density functional theory data (the ωB97M-V functional and the def2-TZVPD basis) for C17H21NO3 in the gas phase at a distorted geometry.

Last column: Löwdin charge in e.
Element x y z (Å)
O 0.261 -1.583 -2.999  0.066
C -0.075 -0.846 -2.080  -0.484
N 0.630 -0.910 -1.026  0.078
C 1.782 -1.501 -0.581  -0.199
C 3.167 -0.717 -0.540  -0.112
C 2.915 0.430 0.397  -0.264
C 2.626 0.174 1.770  -0.139
C 2.453 1.207 2.543  -0.244
C 2.670 2.739 1.983  -0.171
C 1.901 2.830 0.770  -0.061
C 2.790 1.617 -0.280  -0.063
C -1.153 0.203 -2.108  -0.379
C -2.474 -0.455 -2.189  -0.094
O -2.629 -1.453 -1.198  0.042
C -2.580 -0.912 0.003  -0.339
C -3.099 -1.493 0.917  0.017
C -3.004 -0.842 2.287  -0.067
C -2.322 0.176 2.470  -0.226
C -1.760 0.929 1.542  -0.009
C -1.823 0.358 0.223  0.037
O -1.143 0.875 -1.048  -0.001
H 0.479 -0.161 -0.169  0.216
H 1.754 -2.283 0.341  0.160
H 2.076 -2.422 -1.328  0.159
H 3.612 -0.598 -1.404  0.064
H 3.966 -1.297 -0.315  0.084
H 2.816 -0.907 2.102  0.148
H 1.287 1.255 2.948  0.150
H 3.078 1.029 3.625  0.174
H 3.567 2.832 1.907  0.016
H 2.162 3.303 2.711  0.102
H 0.872 2.414 0.826  0.103
H 2.138 3.643 0.334  0.026
H 3.754 2.181 -0.445  0.151
H 2.349 1.506 -1.083  0.015
H -0.677 0.760 -2.797  0.152
H -3.185 0.190 -2.639  0.127
H -2.361 -1.264 -3.135  0.202
H -3.484 -2.500 0.811  0.144
H -3.406 -1.510 3.118  0.136
H -2.162 0.398 3.585  0.153
H -1.246 1.928 1.481  0.133

Results
HOMO-LUMO gap: 8.74 eV
LUMO energy: 0.02675 Eh
HOMO: -8.01 eV
SMILES string: O=C(NCCC1=CCCCC1)[C@H]1COc2ccccc2O1
Electronic energy: -940.3667 Ha
Net charge: 0

***

# 5
Density functional theory data (the ωB97M-V functional and the def2-TZVPD basis) for C24H21N3O3 in the gas phase at a distorted geometry.

Last column: Löwdin charge in e.
Element x y z (Å)
C 6.616 -1.292 0.879  -0.027
C 6.043 -0.496 -0.250  -0.202
C 6.268 -0.846 -1.571  -0.043
C 5.701 -0.117 -2.601  -0.083
C 4.925 0.987 -2.311  -0.053
C 4.689 1.378 -0.998  -0.196
C 3.883 2.620 -0.739  -0.034
C 5.237 0.612 0.031  -0.200
O 5.087 0.935 1.376  -0.037
C 3.789 0.972 1.910  -0.105
C 2.889 -0.154 1.389  -0.416
O 3.316 -1.240 1.080  0.106
N 1.576 0.215 1.326  0.137
C 0.476 -0.536 0.898  -0.200
C 0.583 -1.853 0.452  0.003
C -0.550 -2.531 0.035  -0.058
C -1.790 -1.922 0.047  -0.023
C -1.898 -0.605 0.489  -0.148
C -3.171 0.076 0.507  -0.281
N -3.396 1.296 0.904  0.101
N -4.703 1.533 0.743  0.103
C -5.236 0.452 0.251  -0.280
C -6.624 0.249 -0.093  -0.152
C -7.534 1.288 0.098  -0.019
C -8.861 1.105 -0.233  -0.074
C -9.290 -0.107 -0.753  -0.083
C -8.387 -1.141 -0.943  -0.077
C -7.056 -0.969 -0.616  -0.020
O -4.308 -0.519 0.078  0.146
C -0.767 0.083 0.916  0.040
H 7.279 -2.069 0.508  0.077
H 5.801 -1.753 1.436  0.077
H 7.162 -0.644 1.562  0.085
H 6.883 -1.706 -1.792  0.108
H 5.872 -0.403 -3.628  0.100
H 4.497 1.570 -3.113  0.108
H 3.904 3.263 -1.616  0.080
H 2.839 2.375 -0.534  0.078
H 4.290 3.175 0.103  0.084
H 3.311 1.949 1.752  0.110
H 3.919 0.825 2.990  0.146
H 1.339 1.150 1.629  0.143
H 1.546 -2.333 0.433  0.102
H -0.456 -3.550 -0.307  0.109
H -2.671 -2.452 -0.282  0.114
H -7.175 2.221 0.504  0.112
H -9.568 1.908 -0.086  0.105
H -10.329 -0.246 -1.011  0.103
H -8.723 -2.084 -1.349  0.104
H -6.346 -1.770 -0.762  0.115
H -0.883 1.102 1.255  0.118

Results
HOMO-LUMO gap: 8.50 eV
LUMO energy: -0.00040 Eh
HOMO: -8.51 eV
SMILES string: Cc1cccc(C)c1OCC(=O)Nc1cccc(-c2nnc(-c3ccccc3)o2)c1
Electronic energy: -1317.1622 Ha
Net charge: 0

***

# 6
Density functional theory data (the ωB97M-V functional and the def2-TZVPD basis) for a molecular structure, C15H12Cl2CoN4O3 at a distorted geometry.

Last column: Löwdin spin population.
Element x y z (Å)
Co 0.000 0.000 0.000  2.067
C -2.010 -1.094 0.694  0.038
C -2.393 0.106 0.085  0.034
C -1.907 1.160 0.866  0.032
C -1.230 0.611 1.960  0.035
C -1.298 -0.782 1.858  0.041
H -2.228 -2.086 0.332  0.003
H -2.978 0.201 -0.817  0.003
H -2.025 2.212 0.659  0.002
H -0.740 1.164 2.746  0.003
H -0.896 -1.485 2.570  0.003
O 0.525 1.615 0.000  0.007
N 1.230 2.079 1.078  0.451
C 1.804 3.238 0.943  0.132
C 1.742 4.046 -0.255  0.049
N 1.766 4.786 -1.157  0.099
C 2.534 3.684 2.104  0.046
N 3.140 4.098 3.010  0.070
Cl -1.916 0.348 -4.296  0.000
C -0.135 0.226 -4.205  0.005
Cl 0.595 1.854 -4.296  0.000
C 0.310 -0.516 -2.925  0.007
O 0.955 -1.591 -3.136  -0.006
O 0.000 0.000 -1.811  0.039
H 0.192 -0.321 -5.095  0.001
C 1.413 -4.474 -0.060  -0.003
C 0.572 -3.976 -1.050  0.001
C 0.190 -2.646 -0.978  -0.001
N 0.586 -1.802 0.000  0.008
C 1.401 -2.314 0.948  -0.010
C 1.838 -3.629 0.961  0.003
H 1.734 -5.511 -0.082  0.000
H 0.224 -4.608 -1.858  0.000
H -0.465 -2.211 -1.727  0.000
H 1.705 -1.616 1.722  -0.004
H 2.492 -3.986 1.747  0.001
H 1.594 0.000 0.000  -0.156

Results
HOMO-LUMO gap (spin up / spin down): 3.11 / 5.76 eV
<S²>: 3.958
Spin multiplicity: 4
LUMO energy (spin up / spin down): 0.17221 / 0.17211 Eh
HOMO (spin up / spin down): 1.58 / -1.07 eV
Electronic energy: -3326.4827 Ha
Net charge: -2